1.
{
  "formula": "C41H52As3F5N3O3SSn",
  "method": "the ωB97M-V functional and the def2-TZVPD basis",
  "de_lowest_kcal_mol": 11.4,
  "homo_energy_ha": -0.165,
  "total_charge": -1,
  "elements": ["Sn", "C", "C", "C", "C", "C", "C", "C", "C", "N", "C", "O", "C", "C", "C", "C", "C", "N", "C", "O", "N", "C", "C", "C", "C", "C", "C", "C", "C", "H", "H", "H", "H", "H", "H", "H", "H", "H", "H", "H", "H", "H", "H", "H", "H", "H", "H", "H", "H", "H", "C", "As", "C", "C", "C", "C", "C", "As", "C", "C", "C", "As", "C", "C", "H", "H", "H", "H", "H", "H", "H", "H", "H", "H", "H", "H", "H", "H", "H", "H", "H", "H", "H", "H", "H", "H", "H", "H", "H", "H", "H", "F", "C", "C", "F", "C", "F", "C", "S", "C", "F", "C", "F", "C", "O", "H", "H", "H", "H"],
  "coordinates": [[0.333, -1.141, 1.201], [1.658, -3.710, -0.697], [2.454, -2.784, -1.562], [2.702, -3.142, -2.878], [3.464, -2.341, -3.708], [4.027, -1.192, -3.192], [3.804, -0.799, -1.880], [4.467, 0.454, -1.393], [2.972, -1.581, -1.058], [2.619, -1.153, 0.233], [3.591, -0.957, 1.125], [4.784, -1.241, 1.017], [3.121, -0.277, 2.390], [4.023, 0.146, 3.359], [3.538, 0.804, 4.478], [2.177, 1.039, 4.587], [1.344, 0.610, 3.561], [1.827, -0.029, 2.511], [-0.126, 0.958, 3.558], [-0.624, 1.436, 4.576], [-0.735, 0.713, 2.391], [-1.925, 1.383, 2.095], [-3.045, 0.683, 1.614], [-3.050, -0.808, 1.544], [-4.173, 1.373, 1.201], [-4.218, 2.755, 1.231], [-3.132, 3.446, 1.728], [-1.998, 2.788, 2.186], [-0.896, 3.612, 2.773], [1.718, -4.729, -1.075], [2.022, -3.691, 0.332], [0.602, -3.422, -0.686], [2.296, -4.073, -3.250], [3.644, -2.625, -4.736], [4.663, -0.582, -3.820], [4.951, 0.977, -2.217], [3.745, 1.120, -0.932], [5.218, 0.212, -0.641], [5.074, -0.057, 3.213], [4.214, 1.144, 5.253], [1.735, 1.539, 5.436], [-2.679, -1.249, 2.468], [-4.051, -1.187, 1.357], [-2.405, -1.157, 0.729], [-5.037, 0.817, 0.860], [-5.094, 3.283, 0.882], [-3.165, 4.527, 1.780], [-0.961, 4.641, 2.423], [-0.969, 3.599, 3.862], [0.079, 3.198, 2.510], [2.247, 2.595, 0.635], [0.473, 2.586, -0.198], [0.428, 4.581, -0.318], [1.146, 2.208, -2.032], [0.093, 2.089, -3.150], [0.657, 2.681, -4.449], [-0.228, 0.617, -3.402], [-0.832, -0.454, -1.841], [-2.783, -0.160, -1.963], [-0.855, -2.126, -2.877], [-1.169, 2.864, -2.773], [-2.670, 2.893, -4.066], [-2.303, 4.661, -4.882], [-3.997, 3.603, -2.791], [2.621, 1.580, 0.727], [2.188, 3.017, 1.639], [2.952, 3.190, 0.052], [1.079, 4.930, -1.118], [0.789, 4.989, 0.626], [-0.579, 4.960, -0.491], [1.690, 1.261, -1.967], [1.877, 2.983, -2.283], [1.597, 2.204, -4.721], [0.830, 3.751, -4.334], [-0.056, 2.529, -5.264], [0.678, 0.113, -3.760], [-0.989, 0.538, -4.191], [-3.080, 0.157, -2.967], [-3.114, 0.584, -1.241], [-3.273, -1.104, -1.724], [-1.431, -1.986, -3.793], [-1.307, -2.930, -2.297], [0.163, -2.414, -3.133], [-0.895, 3.907, -2.579], [-1.571, 2.447, -1.841], [-1.510, 4.599, -5.625], [-2.012, 5.379, -4.116], [-3.202, 5.029, -5.377], [-4.340, 2.833, -2.105], [-4.860, 3.988, -3.335], [-3.563, 4.414, -2.206], [-1.353, -9.346, 2.982], [-1.316, -8.048, 2.613], [-1.231, -7.694, 1.268], [-1.162, -8.659, 0.329], [-1.226, -6.365, 0.899], [-1.126, -6.068, -0.410], [-1.332, -5.313, 1.833], [-1.518, -3.691, 1.359], [-1.370, -5.716, 3.184], [-1.422, -4.769, 4.149], [-1.364, -7.040, 3.572], [-1.413, -7.362, 4.880], [0.148, -1.965, 5.001], [0.274, -2.331, 3.641], [0.030, -2.861, 5.619], [-0.704, -1.298, 5.150], [1.059, -1.440, 5.292], [-0.444, -2.949, 3.426]],
  "forces_ev_per_a": [[0.0, 0.2, 0.0], [-0.1, 0.2, 0.1], [0.1, 0.0, 0.1], [0.0, 0.0, -0.1], [0.0, -0.1, -0.1], [0.0, 0.0, -0.1], [0.0, 0.1, 0.0], [0.0, 0.0, 0.1], [0.1, -0.2, -0.4], [-0.4, 0.3, 0.4], [0.0, -0.2, -0.3], [0.3, 0.0, 0.3], [0.6, 0.0, 0.2], [0.0, -0.1, -0.1], [-0.1, 0.0, -0.1], [-0.2, 0.0, 0.0], [0.0, 0.4, 0.5], [-0.1, -0.2, 0.0], [-0.6, -0.2, -0.1], [0.2, 0.1, 0.3], [0.6, -0.4, -0.1], [-0.5, 0.2, 0.0], [0.0, 0.0, 0.0], [0.2, 0.0, 0.0], [0.0, 0.1, 0.0], [-0.1, 0.0, 0.0], [0.0, 0.0, 0.0], [0.0, 0.0, 0.0], [0.0, 0.0, 0.0], [-0.1, -0.1, 0.0], [-0.1, -0.1, 0.0], [0.0, -0.2, 0.1], [0.0, -0.1, 0.0], [0.0, 0.0, -0.1], [0.0, 0.1, 0.0], [0.0, 0.0, -0.1], [0.0, 0.1, 0.1], [0.0, 0.0, 0.0], [0.0, 0.0, -0.1], [0.0, 0.0, 0.0], [0.0, 0.1, 0.0], [0.0, -0.1, 0.0], [0.0, -0.1, 0.0], [-0.1, -0.1, 0.1], [0.0, -0.1, -0.1], [-0.1, 0.1, 0.0], [0.0, 0.1, 0.0], [0.0, 0.0, -0.1], [0.1, 0.0, 0.0], [0.1, 0.1, 0.1], [0.2, 0.0, 0.0], [0.2, 0.4, -0.2], [-0.1, -0.2, 0.0], [0.2, 0.1, 0.1], [-0.1, 0.0, -0.2], [-0.1, -0.1, 0.1], [-0.1, -0.1, 0.0], [-0.3, -0.1, -0.8], [0.1, 0.1, 0.1], [0.0, -0.1, 0.1], [-0.1, 0.1, 0.1], [-0.1, 0.3, 0.0], [0.0, -0.1, 0.0], [0.0, 0.0, 0.0], [0.0, 0.0, -0.1], [-0.1, 0.0, 0.0], [0.0, 0.0, 0.0], [0.1, 0.0, -0.1], [0.0, -0.1, 0.0], [0.0, -0.1, 0.0], [0.1, 0.0, 0.1], [0.0, 0.0, 0.1], [0.1, -0.1, 0.0], [0.0, 0.1, 0.0], [0.1, 0.0, -0.1], [-0.1, 0.0, 0.1], [0.1, -0.1, 0.2], [0.1, -0.1, 0.0], [0.0, 0.1, 0.0], [0.0, 0.0, 0.0], [0.0, 0.1, 0.0], [0.0, 0.0, 0.1], [0.0, 0.0, 0.0], [-0.1, 0.0, 0.1], [-0.1, 0.1, -0.1], [0.0, -0.1, 0.0], [0.0, 0.0, 0.1], [0.0, -0.1, 0.0], [0.1, -0.1, 0.0], [0.0, 0.0, -0.1], [0.1, 0.0, 0.0], [0.1, 0.3, -0.1], [0.0, 0.1, 0.0], [0.0, -0.3, 0.2], [0.0, 0.2, 0.2], [0.1, 0.4, 0.2], [-0.1, -0.2, 0.2], [-0.1, -1.1, 0.2], [-0.1, 0.6, -0.1], [0.1, 0.1, -0.5], [-0.1, -0.3, -0.1], [0.0, -0.2, 0.0], [0.0, 0.0, -0.3], [0.0, 0.0, 0.3], [0.2, 0.0, -0.2], [0.0, 0.1, 0.0], [0.0, 0.0, 0.1], [-0.1, -0.1, 0.0], [-0.1, 0.0, -0.4]]
}

2.
{
  "formula": "C41H52FeN5P4S",
  "method": "the ωB97M-V functional and the def2-TZVPD basis",
  "de_lowest_kcal_mol": 21.3,
  "spin_multiplicity": 6,
  "homo_energy_ha": [-0.432, -0.482],
  "s2": 8.8042,
  "total_charge": 2,
  "elements": ["Fe", "C", "C", "N", "C", "S", "N", "N", "C", "C", "C", "C", "C", "C", "C", "N", "H", "H", "H", "H", "H", "H", "H", "H", "H", "H", "H", "H", "H", "C", "P", "C", "C", "C", "P", "C", "C", "H", "H", "H", "H", "H", "H", "H", "H", "H", "H", "H", "H", "H", "H", "H", "H", "C", "N", "P", "C", "C", "C", "C", "C", "C", "C", "C", "C", "C", "C", "C", "P", "C", "C", "C", "C", "C", "C", "C", "C", "C", "C", "C", "C", "H", "H", "H", "H", "H", "H", "H", "H", "H", "H", "H", "H", "H", "H", "H", "H", "H", "H", "H", "H", "H", "H", "H"],
  "coordinates": [[-0.664, 0.274, 1.107], [6.425, -0.484, -0.545], [5.229, -1.440, -0.751], [4.192, -1.308, 0.262], [3.247, -0.367, 0.425], [3.150, 0.685, -1.004], [2.576, -0.373, 1.568], [1.622, 0.562, 1.797], [1.612, 1.192, 2.932], [2.684, 1.061, 3.966], [0.500, 2.118, 3.185], [0.533, 3.117, 4.150], [-0.588, 3.932, 4.348], [-1.634, 3.794, 3.466], [-1.633, 2.739, 2.573], [-0.570, 1.934, 2.414], [7.152, -0.662, -1.340], [6.934, -0.702, 0.392], [6.167, 0.595, -0.560], [5.556, -2.463, -0.712], [4.768, -1.299, -1.736], [4.276, -1.939, 1.019], [3.071, 0.066, 3.848], [2.390, 1.306, 4.983], [3.528, 1.670, 3.678], [1.377, 3.207, 4.766], [-0.646, 4.651, 5.157], [-2.478, 4.493, 3.525], [-2.427, 2.564, 1.888], [-1.051, -0.598, 4.454], [-0.755, -1.508, 2.845], [0.627, -2.618, 3.272], [-2.295, -2.551, 2.708], [-3.475, -1.575, 2.561], [-3.242, -0.310, 1.174], [-3.881, -1.076, -0.325], [-4.577, 0.819, 1.653], [-1.407, -1.313, 5.181], [-1.798, 0.217, 4.343], [-0.116, -0.161, 4.794], [0.417, -3.164, 4.191], [1.501, -1.997, 3.334], [0.779, -3.319, 2.470], [-2.439, -3.179, 3.576], [-2.231, -3.213, 1.812], [-3.560, -0.994, 3.462], [-4.411, -2.090, 2.424], [-4.926, -1.350, -0.242], [-3.304, -1.959, -0.577], [-3.779, -0.335, -1.126], [-5.466, 0.196, 1.821], [-4.767, 1.509, 0.796], [-4.352, 1.366, 2.560], [0.604, 0.073, -3.339], [0.092, 0.035, -1.942], [-0.306, 1.422, -1.059], [-1.653, 2.231, -1.932], [-1.663, 2.565, -3.289], [-2.821, 3.033, -3.884], [-3.966, 3.101, -3.146], [-3.994, 2.729, -1.815], [-2.814, 2.348, -1.153], [1.100, 2.544, -1.246], [0.945, 3.766, -1.796], [1.956, 4.749, -1.764], [3.259, 4.481, -1.280], [3.480, 3.272, -0.675], [2.369, 2.277, -0.525], [-0.311, -1.422, -1.091], [-1.443, -2.184, -2.344], [-2.310, -1.357, -3.007], [-3.168, -1.849, -3.986], [-3.139, -3.200, -4.356], [-2.371, -4.022, -3.561], [-1.500, -3.546, -2.581], [1.119, -2.504, -1.171], [2.176, -2.505, -2.097], [3.114, -3.528, -2.123], [2.997, -4.592, -1.253], [1.978, -4.626, -0.315], [1.086, -3.567, -0.284], [-0.025, 0.698, -3.984], [0.623, -0.905, -3.762], [1.590, 0.496, -3.290], [-0.791, 2.546, -3.895], [-2.832, 3.351, -4.924], [-4.867, 3.501, -3.565], [-4.911, 2.787, -1.278], [-2.771, 2.100, -0.089], [0.011, 4.016, -2.308], [1.809, 5.656, -2.356], [4.063, 5.184, -1.489], [4.427, 2.981, -0.242], [2.077, 2.203, 0.534], [-2.297, -0.267, -2.836], [-3.807, -1.171, -4.508], [-3.806, -3.593, -5.102], [-2.331, -5.078, -3.758], [-0.897, -4.253, -2.015], [2.346, -1.645, -2.767], [3.915, -3.541, -2.842], [3.652, -5.486, -1.351], [1.909, -5.413, 0.447], [0.257, -3.612, 0.431]],
  "forces_ev_per_a": [[0.1, -0.4, 0.0], [-0.2, 0.1, -0.2], [0.0, 1.3, -0.4], [-0.2, 0.1, -0.1], [-0.5, 0.3, 0.6], [-0.1, -0.4, 0.2], [1.4, 0.0, -0.6], [-1.2, 0.6, 0.2], [0.8, -0.4, 0.0], [0.0, -0.1, -0.7], [-0.1, 0.1, -0.2], [-1.2, -0.1, -0.1], [0.9, -0.4, -0.3], [-1.2, 0.3, 0.2], [1.2, 0.4, -0.2], [-1.2, 0.3, 0.1], [0.0, 0.1, 0.0], [-0.1, 0.0, 0.1], [-0.1, -0.7, 0.0], [0.2, -0.4, 0.0], [0.2, 0.0, 0.1], [-0.1, -0.5, 0.9], [0.2, -0.7, 0.4], [-0.1, -0.2, -0.1], [0.3, 0.5, 0.0], [1.0, 0.2, 0.7], [0.2, 0.1, -0.2], [0.2, -0.5, -0.1], [-0.7, 0.0, -0.2], [-0.4, 0.1, -0.9], [-0.3, -0.1, 0.6], [-0.9, 0.1, 0.1], [0.2, 0.4, -0.9], [0.8, 0.2, -1.0], [0.4, -0.5, 1.1], [-0.1, 0.2, -0.1], [-0.5, 0.1, -0.9], [-0.1, -0.1, 0.4], [0.5, -0.5, 0.0], [0.1, 0.0, 0.1], [0.2, 0.1, 0.1], [0.6, 0.2, 0.2], [0.1, -0.3, -0.3], [0.1, -0.2, 0.3], [0.1, 0.4, 0.6], [-0.1, 0.3, 0.5], [-0.4, -0.3, -0.1], [-0.3, -0.1, 0.1], [0.1, -0.1, -0.1], [0.0, -0.3, 0.1], [0.0, 0.4, -0.1], [0.0, -0.3, 0.8], [0.0, 0.2, 0.1], [-0.8, 0.9, 0.8], [-0.2, -0.7, 0.0], [0.9, -0.1, -0.4], [-0.2, -0.2, 0.5], [-0.6, 0.3, 0.2], [0.6, 0.0, -0.5], [-0.9, 0.1, 0.7], [1.1, 0.0, 0.7], [-0.5, 0.0, -1.3], [-0.2, -0.1, 0.0], [-0.4, 0.9, -0.5], [0.5, 0.5, -1.1], [-0.2, -0.9, 0.0], [-0.5, 1.0, -0.2], [0.4, -0.2, 1.0], [0.0, 1.1, -1.2], [0.8, -0.3, 1.1], [-0.7, 1.2, -1.1], [0.5, -0.4, -0.3], [-0.4, 1.0, 1.3], [0.9, -0.8, -0.1], [-0.3, -0.2, -0.1], [0.9, -0.6, -0.5], [0.3, 1.1, -0.3], [-0.5, 0.0, 0.0], [0.4, -1.6, 0.1], [0.2, 0.2, 0.5], [-1.0, -0.3, 0.7], [0.1, -0.2, 0.2], [0.0, -0.7, -0.2], [0.6, 0.1, -0.3], [0.7, -0.2, -0.2], [0.1, -0.1, 0.2], [-0.4, 0.0, -0.3], [-0.6, 0.1, 0.4], [-0.2, 0.1, -0.5], [0.4, 0.0, 0.4], [-0.1, -0.2, 0.4], [-0.2, -0.1, 0.4], [0.1, 0.1, -0.1], [0.5, -0.2, -0.2], [0.0, -0.6, 0.0], [-0.3, 0.4, -0.3], [0.0, -0.1, -0.3], [-0.2, -0.3, -0.1], [0.0, 0.1, -0.2], [-0.3, -0.7, 0.3], [0.1, 0.2, -0.2], [-0.3, 0.9, 0.2], [0.0, 0.2, -0.6], [0.3, 0.0, -0.1]]
}

The M results, record by record, are as follows: 1105.42; 826.71 Da.
The max |F| results, record by record, are as follows: 1.109; 1.726 eV/A.